Entry from OMol25: a structure of composition C10H19NRhSi in a non-equilibrium geometry (ωB97M-V/def2-TZVPD).

Output
Electronic energy (hartree): -846.99811
LUMO level (alpha / beta) (eV): 3.50 / 1.40
Kohn-Sham gap (alpha / beta) (eV): 2.5 / 6.8
M (g mol⁻¹): 284.261
E_HOMO (alpha / beta) (eV): 1.01 / -5.38
Total charge: -1
Multiplicity: 5
⟨S²⟩: 6.01

Element x y z (Å)
C: 0.69426 -2.74257 1.14102
C: -0.09802 -3.23049 0.02870
C: -1.41364 -2.67261 0.13660
C: -1.42898 -1.82111 1.28832
C: -0.14376 -1.86223 1.91743
Rh: 0.00084 -1.25891 -0.01020
N: 1.23984 0.55725 0.04316
C: 2.06417 0.12166 -1.12939
C: 1.19306 -0.90139 -1.83317
H: -2.23292 -2.78374 -0.56212
H: 0.24122 -3.92548 -0.73976
H: -2.27947 -1.23524 1.61515
H: 0.15711 -1.28863 2.80309
H: 1.73718 -2.98299 1.34485
H: 1.79116 -1.76056 -2.15238
H: 3.00911 -0.27936 -0.71169
H: 1.80983 0.59543 0.89491
H: 0.61308 -0.44997 -2.65778
H: 2.28768 0.96356 -1.80788
C: 0.55741 3.05206 0.99763
Si: -0.19865 1.68634 -0.01434
C: -1.82061 1.29430 0.84232
C: -0.72865 1.80102 -1.79101
H: 0.50076 2.67499 2.03574
H: -0.01629 3.98530 0.90701
H: 1.61433 3.23234 0.72875
H: -2.40012 2.23714 0.83420
H: -2.44860 0.53918 0.34826
H: -1.68943 1.01041 1.89552
H: -1.30012 2.73617 -1.90871
H: 0.08811 1.77486 -2.51281
H: -1.39991 0.93324 -1.97141